Density functional theory data (wB97M-V/def2-TZVPD) for a 10-piece molecular cluster, C46H82F6O28 overall in a non-equilibrium geometry.

```
162
Properties=species:S:1:pos:R:3:forces:R:3
F -2.167 2.900 3.446 1.018 -3.482 1.111
F 5.346 0.400 -1.132 0.804 0.474 -0.579
F -0.582 1.890 4.715 -2.204 -0.942 -2.019
F 5.762 -1.542 -0.486 0.968 -0.596 -0.872
F 7.160 -0.552 -2.025 -1.452 -0.151 1.991
F -0.958 1.224 2.553 -1.181 0.583 2.976
O -3.010 -0.380 3.459 1.199 0.213 -0.163
O 6.178 1.378 6.723 -2.288 2.955 -2.372
O 0.605 8.467 4.344 -1.474 -3.677 -1.766
O -7.308 -7.248 0.323 0.374 -0.715 -0.154
O 1.953 2.784 0.230 0.303 -1.110 1.032
O -3.108 0.730 5.403 1.815 -0.228 -2.377
O -1.652 6.767 -2.538 0.733 -1.309 -0.118
O -3.448 -1.805 -3.021 2.292 -3.877 0.291
O 7.985 -0.734 0.899 -1.948 1.331 -1.636
O -0.708 -1.478 1.214 0.150 0.265 -0.577
O -4.520 -6.135 1.260 -1.973 -0.934 -2.306
O 2.530 -2.234 4.734 1.302 -1.557 -0.983
O -0.283 5.156 -3.310 0.378 0.034 -2.084
O -0.393 7.182 2.712 -1.045 2.420 -0.602
O 3.404 -0.879 -3.829 -1.272 -0.070 0.128
O 5.488 2.052 4.713 -0.439 -0.262 -3.770
O 0.228 0.549 -1.073 0.107 1.539 0.043
O 4.893 3.268 6.436 0.324 -0.841 -0.651
O 6.952 1.257 0.771 -1.179 0.033 -0.037
O 2.317 -1.019 2.839 -0.650 0.492 2.864
O -3.083 -0.479 -4.620 0.989 1.404 -2.796
O -1.421 -1.935 -4.055 -2.822 1.001 -0.524
O 1.138 6.336 3.967 0.526 -3.277 0.240
O -1.774 4.661 -1.865 -1.435 0.417 2.115
O -10.456 -5.558 -0.336 0.766 -0.856 0.027
O 3.915 1.095 -10.072 -0.458 0.179 1.669
O 1.130 -0.598 4.788 0.005 1.088 -0.578
O 3.126 0.247 -6.656 0.354 0.003 -0.273
C 3.809 0.509 -11.307 -0.166 0.452 -1.434
C -2.679 2.759 -2.762 1.263 -1.478 -0.003
C 3.354 2.422 3.442 0.689 -1.593 1.324
C -2.600 0.554 4.286 -2.553 0.743 3.287
C -4.728 -1.463 -3.395 -1.177 0.554 1.243
C -0.728 -0.518 -1.092 0.841 0.943 -0.897
C 5.549 2.190 5.989 2.587 -2.939 4.979
C 0.655 5.245 3.120 -0.782 0.192 -0.796
C -5.998 -7.553 -0.166 0.278 0.957 0.650
C -8.122 -6.162 -0.108 -0.162 -0.509 0.724
C 3.269 1.122 -7.775 -0.072 0.385 0.552
C -0.312 3.733 -3.278 1.547 -0.491 0.887
C -5.431 -1.392 -2.069 -0.668 0.076 0.311
C 1.935 -0.685 -3.854 1.005 -0.485 -0.134
C -4.998 -6.398 -0.131 -0.158 0.249 1.415
C 2.905 -2.866 7.039 0.872 0.865 -1.422
C 0.386 7.371 3.772 1.580 5.746 0.761
C 9.011 2.161 1.765 -1.173 0.246 0.549
C -0.003 -2.665 0.744 -0.420 0.672 -0.468
C 2.430 1.503 -0.203 -1.150 -0.370 -1.100
C -1.481 -0.788 0.181 0.549 -1.782 -0.068
C -9.592 -6.548 0.235 0.607 0.800 -0.219
C 4.140 -1.243 -5.009 -0.901 1.800 0.781
C -3.961 -1.379 3.902 -0.347 -1.579 1.550
C 4.619 3.040 4.062 -0.881 0.049 0.377
C 4.378 3.934 5.267 -0.276 0.435 0.652
C 1.860 -2.540 5.960 -0.578 0.976 0.445
C -3.840 -4.917 1.380 1.377 -1.582 0.425
C -0.926 5.470 0.965 1.177 -0.399 0.324
C 2.032 -1.190 4.016 0.407 -1.928 -1.730
C -1.333 3.382 -2.252 -3.191 -0.064 0.650
C 2.631 3.857 -0.305 0.043 1.751 -1.962
C 1.318 0.432 -0.137 -0.568 -0.021 0.461
C -1.267 5.616 -2.582 -1.091 3.461 0.228
C -2.560 -1.492 -4.006 3.282 -1.571 2.615
C -1.567 1.593 3.772 1.985 2.763 -2.232
C -3.350 -2.522 4.937 -0.347 1.107 -1.794
C 3.112 0.411 -9.112 0.396 0.146 0.492
C -4.342 -0.258 -4.134 -4.119 2.388 -0.184
C -11.031 -4.661 0.592 0.465 -0.686 -0.401
C 4.347 -0.054 -5.993 -0.233 -1.684 -0.247
C 1.107 -1.229 6.056 -0.974 0.530 1.845
C -0.621 5.829 2.477 -1.104 -1.043 -0.165
C 7.190 0.030 0.341 3.160 -1.090 2.527
C 7.494 1.746 2.036 2.616 0.020 -0.383
C 6.380 -0.420 -0.882 -0.841 0.309 -0.280
H -4.167 -6.669 -0.783 0.351 0.086 0.140
H 3.890 -0.575 -11.234 0.050 -0.134 -0.331
H 2.499 4.811 0.205 -0.498 -0.313 0.655
H -0.851 4.403 0.758 0.489 -0.406 0.757
H 4.807 0.867 -5.638 -0.118 -0.116 0.768
H 2.547 1.923 -7.616 -0.413 -0.133 -0.325
H 1.590 -0.658 -2.820 0.510 0.447 0.070
H 1.587 -0.633 6.832 -0.026 0.574 -0.248
H -0.970 2.930 -1.328 0.186 -0.574 -0.420
H 1.337 -1.503 -4.255 0.540 -0.414 -0.534
H -7.934 -5.315 0.552 0.291 0.350 -0.046
H -3.119 -3.459 4.430 0.915 0.451 -0.405
H -3.273 -5.155 2.280 0.071 1.009 0.392
H 3.439 -0.626 -9.023 0.386 -0.187 0.153
H 3.694 -2.119 -5.480 -0.226 0.186 -0.455
H -0.198 -1.306 -1.628 -0.442 -0.789 0.544
H 3.693 3.880 -0.551 0.544 -1.209 0.763
H -1.441 5.608 3.160 -0.460 -0.577 -0.438
H 1.624 0.213 -4.389 0.314 0.143 0.063
H -3.075 -4.921 0.603 -0.004 0.864 -0.343
H 9.127 2.926 0.997 -0.256 -0.039 -0.037
H 2.769 1.549 -1.237 0.026 0.276 -0.296
H -10.292 -3.990 1.029 0.125 0.281 -0.081
H 2.888 0.829 -11.794 -0.596 -0.499 0.001
H -2.539 -1.981 5.424 0.329 -0.613 -0.064
H 4.210 1.674 -7.776 0.448 -0.375 0.080
H -3.471 2.678 -2.018 0.285 0.532 0.318
H -4.459 0.602 -3.476 0.800 0.354 -0.069
H 3.308 3.956 5.475 0.077 1.168 -0.288
H 3.676 -2.109 6.894 0.133 0.233 0.214
H 6.806 2.508 2.401 0.338 0.314 -0.679
H -2.481 1.720 -3.023 0.113 -0.198 -0.288
H -0.702 -3.488 0.594 -0.107 -0.131 0.197
H 0.045 -1.308 6.290 0.113 -0.219 0.262
H 9.452 2.553 2.681 -0.170 0.114 0.123
H -5.562 -2.434 -1.778 -0.040 0.024 0.290
H -5.554 -8.307 0.484 -0.464 -0.085 0.383
H -5.973 -8.034 -1.143 -0.461 0.353 -0.422
H 0.863 0.463 0.854 0.358 -0.259 0.241
H -11.416 -5.275 1.406 -0.772 0.430 0.106
H 0.349 4.389 3.722 0.754 -0.079 -0.057
H -5.448 -5.483 -0.515 -0.052 0.167 -0.069
H 7.552 1.054 2.876 -0.421 -0.836 -0.615
H 3.701 1.524 2.930 -0.140 0.196 -0.778
H 2.760 1.953 4.226 -0.299 0.275 0.328
H -11.741 -4.122 -0.036 -0.326 0.149 0.743
H -3.989 -2.934 5.718 -0.736 1.017 -0.018
H -7.976 -5.794 -1.124 -0.056 -0.540 -0.317
H 2.676 -2.853 8.105 -0.655 -0.294 -0.319
H -6.421 -0.936 -2.067 0.045 0.103 -0.225
H -9.913 -7.557 -0.026 0.239 0.079 -0.668
H 0.510 -2.528 -0.208 -0.238 0.311 -0.143
H 4.551 0.954 -11.971 0.489 -0.360 0.206
H 1.122 -3.343 5.930 0.272 -0.377 -0.914
H 5.082 3.564 3.226 0.869 -0.122 0.424
H 0.659 3.579 -2.808 0.238 -1.271 -0.996
H -5.350 -2.079 -4.043 0.828 -1.114 -0.192
H 1.322 5.060 2.278 0.640 -0.316 0.583
H -0.145 5.895 0.334 0.181 0.279 0.111
H -2.012 0.123 0.458 0.935 0.296 1.059
H -1.844 5.625 0.398 -0.474 1.065 1.111
H 0.828 -2.959 1.385 -0.507 0.353 0.696
H -4.802 -0.992 4.477 0.219 0.832 -0.329
H -2.352 -1.396 -0.063 -0.008 -0.690 -0.365
H 5.091 -0.508 -6.648 0.105 0.177 -0.845
H -3.091 3.232 -3.654 0.283 0.347 0.057
H 3.297 1.162 0.362 -0.136 0.006 0.405
H 2.688 3.043 2.843 0.563 0.169 -0.099
H 2.237 4.044 -1.304 -0.353 0.205 -0.405
H -5.121 -0.147 -4.888 0.643 0.520 -0.725
H 2.054 0.318 -9.357 -0.180 0.416 -0.527
H -4.793 -0.906 -1.331 -0.076 0.105 -0.033
H -1.486 -0.198 -1.807 -0.072 0.232 -0.101
H -4.436 -4.008 1.462 -0.151 -0.044 -0.199
H 9.635 1.308 1.500 -0.441 -0.182 -0.097
H -0.595 3.234 -4.205 0.826 0.416 -0.332
H -4.319 -1.681 2.918 0.009 -0.762 0.434
H -9.607 -6.551 1.325 -0.339 0.220 0.213
H 1.750 -0.549 -0.335 0.488 -0.071 0.392
H 3.409 -3.770 6.697 -0.206 -0.311 0.488
H 5.121 -1.561 -4.655 0.055 0.155 0.153
H 4.992 4.833 5.218 -0.936 0.493 -0.172
```
Positions in Å, forces in eV/Å.

total charge	0
E_LUMO	-0.12	eV
HOMO energy	-9.5	eV
SMILES	CCOC(=O)C(F)(F)F.CCOC(=O)C(F)(F)F.C[C@H]1COC(=O)O1.C[C@H]1COC(=O)O1.C[C@H]1COC(=O)O1.C[C@H]1COC(=O)O1.C[C@H]1COC(=O)O1.COCCOCCOC.COCCOCCOC.COCCOCCOC
HOMO-LUMO gap	9.392	eV

Mulliken atomic charge list, values in e, 2 entries:
1. F -0.291
2. F -0.199